Entry 1:
{"formula": "CHN4S", "method": "ωB97M-V with the def2-TZVPD basis set", "symbols": ["S", "N", "N", "N", "N", "C", "H"], "xyz": [[2.491110, -0.682416, 0.005267], [-0.759767, 1.137567, 0.007036], [0.553905, 1.129625, -0.024048], [-0.021450, -0.980995, -0.039104], [0.988158, -0.122291, -0.040355], [-1.080256, -0.142971, 0.019095], [-2.171702, -0.338517, 0.072109]], "forces_ev_per_angstrom": [[3.73, -0.64, 0.00], [0.81, -0.32, 0.10], [1.62, 1.02, -0.05], [-2.11, 0.55, 0.29], [-3.83, 0.91, -0.05], [-1.35, -0.77, -0.16], [1.14, -0.74, -0.13]], "de_lowest_kcal_mol": 7.8, "e_homo_ha": -0.1141, "orbital_gap_ev": 7.3450, "fmax_ev_per_a": 3.9, "charge": -1, "lumo_ev": 4.2}

***

Entry 2:
{"formula": "CHNO2S", "method": "ωB97M-V with the def2-TZVPD basis set", "symbols": ["S", "O", "O", "N", "C", "H"], "xyz": [[0.954308, 0.683621, 0.535633], [1.641930, 1.122746, -0.690562], [-0.089133, -1.905431, -0.288793], [-0.739019, 0.322940, 0.056942], [-0.094650, -0.792463, 0.022095], [-1.673437, 0.568585, 0.364687]], "forces_ev_per_angstrom": [[0.13, -0.21, -1.42], [0.10, 0.36, 0.90], [0.02, -2.53, -0.41], [-0.89, 1.23, 0.62], [0.60, 1.02, 0.50], [0.02, 0.13, -0.19]], "de_lowest_kcal_mol": 23.4, "e_homo_ha": -0.3434, "orbital_gap_ev": 9.3183, "fmax_ev_per_a": 2.6, "lumo_ev": 0.0}

***

Entry 3:
{"formula": "CHNO2S", "method": "ωB97M-V with the def2-TZVPD basis set", "symbols": ["S", "O", "O", "N", "C", "H"], "xyz": [[-1.031817, -0.735340, -0.946276], [1.195959, 1.298158, -0.479517], [1.835106, -0.692495, 0.464460], [-2.070548, -0.127713, 0.034749], [1.546440, 0.305568, 0.006299], [-1.475142, -0.048180, 0.920284]], "forces_ev_per_angstrom": [[-0.47, -0.30, -0.99], [0.23, 0.44, -0.02], [1.07, -1.98, 1.19], [1.54, -0.07, 1.57], [-0.86, 1.64, -1.00], [-1.52, 0.26, -0.74]], "de_lowest_kcal_mol": 2.1, "e_homo_ha": -0.3271, "orbital_gap_ev": 7.4776, "fmax_ev_per_a": 2.5, "lumo_ev": -1.4}

***

Entry 4:
{"formula": "CHNO2S", "method": "ωB97M-V with the def2-TZVPD basis set", "symbols": ["S", "O", "O", "N", "C", "H"], "xyz": [[1.488118, -1.316109, 1.091461], [0.969661, -0.533360, -0.177598], [-0.330202, 1.848934, -1.078211], [-0.765957, 0.953242, -0.392302], [-0.387793, -0.159748, 0.045494], [-0.973826, -0.792959, 0.511155]], "forces_ev_per_angstrom": [[1.34, -1.20, 1.44], [-1.72, 0.79, -0.68], [0.49, 0.41, -0.05], [-1.03, -0.32, -0.10], [3.67, 3.22, -2.99], [-2.74, -2.90, 2.38]], "de_lowest_kcal_mol": 83.4, "multiplicity": 3, "e_homo_ha": [-0.3544, -0.3443], "orbital_gap_ev": [10.3250, 7.4309], "fmax_ev_per_a": 5.7, "s_squared": 2.013, "lumo_ev": [0.7, -1.9]}